DFT (wB97M-V/def2-TZVPD) results for a molecular structure, C25H36As2BrN2O8P2SiTa at a distorted geometry.

Cartesian coordinates (Å):
Ta: -1.28120 -0.96870 -0.89145
Br: 5.70350 4.07303 -1.51771
C: 3.92117 3.56184 -1.19473
C: 3.54970 2.17914 -1.68122
C: 2.07097 1.77113 -1.32867
C: 1.27605 2.75838 -0.51923
C: 1.75201 3.94221 -0.16292
C: 3.12041 4.36319 -0.50887
N: -0.03925 2.29900 -0.16877
C: -0.98297 3.12937 -0.28680
C: -2.42362 2.82243 -0.06487
C: -3.33887 3.80231 -0.41409
C: -4.69413 3.54588 -0.26221
C: -5.07827 2.32010 0.24644
C: -4.08769 1.40117 0.57348
N: -2.78596 1.62777 0.41314
H: 4.25660 1.50297 -1.18609
H: 1.52012 1.65564 -2.27343
H: 1.14893 4.60916 0.44387
H: 3.46941 5.32899 -0.16846
H: -0.78596 4.14739 -0.63588
H: -2.99295 4.75465 -0.79886
H: -5.43000 4.29416 -0.52673
H: -6.12088 2.07266 0.39791
H: -4.36218 0.43489 0.98442
C: -1.15562 0.92228 2.94278
As: -1.05801 -0.47303 1.67058
C: -2.47605 -1.59268 2.45359
C: 0.37837 -1.56895 2.36914
C: 0.98892 -1.29298 3.58058
C: 2.00265 -2.11909 4.04365
C: 2.41778 -3.21833 3.30168
C: 1.79497 -3.51511 2.09912
C: 0.78433 -2.69121 1.63806
As: -0.26321 -3.11917 0.11856
C: 0.89142 -3.92768 -1.18646
C: -1.14184 -4.67445 0.78064
H: -0.24771 1.51510 2.93454
H: -1.30261 0.41462 3.88901
H: -2.00566 1.54458 2.68537
H: -3.28831 -0.95192 2.79410
H: -2.05094 -2.12321 3.29842
H: -2.88990 -2.30497 1.74052
H: 0.70886 -0.43331 4.17253
H: 2.48002 -1.89554 4.98938
H: 3.22041 -3.84702 3.66541
H: 2.10267 -4.38644 1.53500
H: 1.52971 -3.18109 -1.65125
H: 0.26446 -4.38249 -1.95068
H: 1.48185 -4.68973 -0.68930
H: -0.36018 -5.41228 0.93042
H: -1.87169 -5.04820 0.06612
H: -1.63093 -4.45200 1.72348
O: -1.35522 0.76133 -4.46587
P: -1.55641 -0.04127 -3.18340
O: -0.63696 -1.22595 -2.91125
O: -1.55523 0.78733 -1.88824
O: -3.09554 -0.69813 -3.22343
P: -3.47447 -1.60072 -1.90937
O: -4.92491 -2.05430 -2.03737
O: -2.36823 -2.65075 -1.74562
O: -3.24300 -0.74486 -0.61338
H: -1.31700 0.31076 -5.32609
H: -5.16437 -2.77738 -2.64074
C: 3.75876 2.00984 -3.19151
Si: 2.09315 0.14842 -0.40023
C: 3.34716 -1.09404 -0.87985
C: 2.41372 0.67511 1.32651
O: 0.56260 -0.60246 -0.73456
H: 4.78877 2.20817 -3.48034
H: 3.10912 2.69945 -3.73522
H: 3.51368 0.98669 -3.49282
H: 4.35666 -0.70839 -0.70756
H: 3.28818 -1.38870 -1.93261
H: 3.22747 -1.98435 -0.25646
H: 3.28364 1.34398 1.26503
H: 2.66558 -0.14134 2.00277
H: 1.59414 1.25714 1.74833

Computed properties:
- total charge = +2
- relative energy (zero: lowest compared OMol25 entry of this formula, charge and spin) (kcal/mol) = 134.7

DFT (wB97M-V/def2-TZVPD) results for a molecular structure, C18H37OP3SY at a distorted geometry.

Cartesian coordinates (Å):
Y: -0.49127 0.43545 0.23749
P: -1.95739 2.49384 1.19691
P: -1.64072 -1.58204 2.12080
P: 2.01798 1.76802 -0.02965
H: -0.40441 -4.62731 -0.27354
C: 0.62953 -4.34538 -0.47794
C: 1.52399 -4.01669 0.47432
H: 1.23553 -3.86580 1.51502
C: -3.18161 2.72296 -0.16038
C: -2.79747 2.22315 2.80137
C: -0.94861 4.02407 1.31117
C: -1.53096 -3.40310 2.35240
C: -1.71061 -1.07880 3.89667
C: -3.39191 -1.44517 1.55957
C: 3.53819 0.87241 -0.56957
C: 2.69136 2.60346 1.48690
C: 2.08501 3.03079 -1.39078
H: 0.87452 -4.20923 -1.54176
H: 2.54854 -3.75836 0.22136
H: -3.80373 3.62291 -0.05798
H: -3.84102 1.84026 -0.22655
H: -2.65661 2.77980 -1.13167
H: -3.51730 2.98279 3.12144
H: -2.01981 2.15223 3.57798
H: -3.30105 1.24704 2.82601
H: -1.55654 4.94312 1.32844
H: -0.22818 4.08281 0.47557
H: -0.34025 3.97740 2.23244
H: -2.52755 -3.85925 2.31314
H: -1.07684 -3.64516 3.32129
H: -0.91377 -3.81076 1.54601
H: -2.56571 -1.53749 4.40619
H: -1.77762 0.00742 3.98721
H: -0.77777 -1.40755 4.36742
H: -4.03889 -2.10711 2.15219
H: -3.40866 -1.77954 0.51159
H: -3.75561 -0.41016 1.62613
H: 4.11341 1.49675 -1.27161
H: 3.26325 -0.04897 -1.09818
H: 4.20472 0.62254 0.26644
H: 3.47471 3.32965 1.23550
H: 3.12626 1.85030 2.16048
H: 1.90437 3.12582 2.04322
H: 3.09202 3.46067 -1.46830
H: 1.36953 3.84920 -1.22115
H: 1.86777 2.55296 -2.36105
C: 0.84431 -0.93980 -3.29311
C: 0.58902 -0.21694 -4.47920
C: 0.93292 -0.77852 -5.69477
C: 1.68528 -1.96511 -5.72742
C: 2.13480 -2.56184 -4.54841
C: 1.78809 -1.99603 -3.32345
S: 0.06272 -0.47628 -1.88487
H: -1.52484 -0.60246 -1.06186
H: 0.13905 0.76850 -4.45570
H: 0.65575 -0.27984 -6.63184
H: 1.95807 -2.43016 -6.68439
H: 2.80097 -3.42481 -4.55157
H: 2.20840 -2.32871 -2.38091
O: 1.50787 -0.03538 3.13502
C: 0.81878 0.10741 2.18991

Computed properties:
- total charge = +3
- relative energy (zero: lowest compared OMol25 entry of this formula, charge and spin) (kcal/mol) = 39.4

DFT (wB97M-V/def2-TZVPD) results for a molecular structure, C22H22AsClF5N3O2S4Tc.

Cartesian coordinates (Å):
Tc: 3.29383 1.90514 -0.27584
S: 1.23322 4.76790 2.85692
As: 3.04362 4.08039 2.07337
S: 3.23732 1.86255 2.01517
S: 3.23835 4.18764 -0.13143
S: 4.49203 5.09849 3.21316
F: 7.64917 -3.14989 -0.22429
C: 7.06710 -1.95260 -0.30037
C: 5.69245 -1.84632 -0.32137
F: 4.92199 -2.93242 -0.27371
C: 5.13908 -0.59007 -0.39298
F: 3.77773 -0.45787 -0.43284
C: 5.86425 0.58667 -0.44951
O: 5.24927 1.76923 -0.52708
C: 7.24627 0.44666 -0.43049
F: 8.02345 1.52673 -0.48397
C: 7.83392 -0.80329 -0.35651
F: 9.16193 -0.90878 -0.33568
C: -4.71447 0.86485 2.17276
C: -4.47943 0.43218 0.72091
C: -5.31467 -0.82834 0.44860
C: -5.00950 1.53281 -0.20984
C: -2.95497 0.16817 0.42649
O: -2.75614 -0.03703 -0.96442
C: -2.41871 -1.02877 1.23418
C: -0.99109 -1.52134 0.95012
C: -0.77086 -2.07603 -0.43808
C: 0.19244 -1.53686 -1.28249
C: 0.38879 -2.02950 -2.56425
C: -0.39321 -3.07960 -3.01238
Cl: -0.16464 -3.69898 -4.62155
C: -1.35110 -3.64797 -2.18919
C: -1.52847 -3.14634 -0.90687
C: -2.18385 1.46407 0.74744
N: -0.91068 1.62377 0.04069
C: 0.31096 1.51003 0.53432
N: 1.18667 1.80735 -0.41096
C: 0.40760 2.12560 -1.49464
N: -0.87125 2.04378 -1.25443
H: -5.78352 1.02767 2.32945
H: -4.21119 1.80564 2.41305
H: -4.39380 0.10696 2.89122
H: -6.37357 -0.56779 0.49468
H: -5.14858 -1.61604 1.18334
H: -5.13330 -1.23739 -0.55050
H: -6.09522 1.59275 -0.10681
H: -4.77251 1.32037 -1.25175
H: -4.61851 2.52389 0.03233
H: -3.04130 -0.92630 -1.20033
H: -3.08684 -1.87223 1.06362
H: -2.49473 -0.79585 2.29929
H: -0.77914 -2.30822 1.67856
H: -0.25379 -0.74420 1.14012
H: 0.79981 -0.70612 -0.93788
H: 1.13902 -1.60049 -3.21625
H: -1.94422 -4.47952 -2.54720
H: -2.27166 -3.60726 -0.26285
H: -1.96447 1.51538 1.81228
H: -2.77437 2.33182 0.47681
H: 0.55548 1.25711 1.55342
H: 0.80799 2.44778 -2.44353

Computed properties:
- spin multiplicity = 4
- ⟨S²⟩ = 3.779

DFT (wB97M-V/def2-TZVPD) results for a molecular structure, C34H35ClN3NiO9STe at a distorted geometry.

Cartesian coordinates (Å):
Ni: -1.52282 0.89984 -1.39729
O: -1.23874 4.32286 0.95599
S: -0.55902 3.43174 0.05873
O: 0.86246 3.76419 -0.19730
O: -0.38661 2.02864 0.82525
O: -1.28885 3.12197 -1.17028
N: -3.59707 0.47452 -1.45448
C: -3.88116 -0.91707 -1.28929
C: -5.14529 -1.38958 -1.05573
C: -5.37000 -2.77174 -0.87692
C: -4.33881 -3.66717 -0.93430
C: -3.02009 -3.21004 -1.16377
C: -1.88573 -4.05608 -1.20902
C: -0.65063 -3.51321 -1.40213
C: -0.52768 -2.11162 -1.54377
N: -1.55549 -1.30673 -1.51904
C: -2.79582 -1.82938 -1.33773
H: -4.23245 0.99507 -0.84630
H: -3.90640 0.78479 -2.37695
H: -5.97172 -0.68728 -1.01814
H: -6.37970 -3.11933 -0.69642
H: -4.51376 -4.72887 -0.80045
H: -2.01596 -5.12499 -1.07853
H: 0.24070 -4.12612 -1.42687
H: 0.43930 -1.63279 -1.65280
C: 4.65517 2.81850 5.96700
C: 3.76354 2.60169 4.77208
C: 2.48224 2.09557 4.90900
C: 1.65927 1.86583 3.80499
C: 0.26480 1.38411 4.08391
C: 2.11203 2.11584 2.50070
Te: 1.47412 1.36942 0.36186
N: 0.51989 0.81073 -1.43138
C: 1.43955 0.83497 -2.38423
O: 2.68764 0.87677 -2.21424
C: 0.98371 0.65726 -3.83125
C: 1.87134 0.06641 -4.72799
C: 1.51108 -0.15106 -6.04969
C: 0.25877 0.24525 -6.50391
C: -0.61967 0.86541 -5.62669
C: -0.25875 1.06676 -4.30047
C: 1.16467 -0.67947 0.97077
C: -0.04338 -1.37009 1.15327
C: -1.41412 -0.77177 0.98747
C: 0.00242 -2.75076 1.36979
C: 1.18397 -3.46938 1.37637
C: 1.18612 -4.96428 1.55632
C: 2.36654 -2.77433 1.16884
C: 2.37347 -1.40042 0.96121
C: 3.70610 -0.72003 0.74807
C: 3.39392 2.69252 2.37227
C: 3.95765 3.14618 1.03754
C: 4.19225 2.91838 3.49277
H: 4.08393 2.77179 6.89559
H: 5.14986 3.79129 5.92240
H: 5.43859 2.05731 6.02152
H: 2.09706 1.88788 5.90495
H: -0.03204 1.63650 5.10442
H: 0.19413 0.29993 3.97399
H: -0.43457 1.85102 3.39546
H: 2.84807 -0.21313 -4.35331
H: 2.21011 -0.62551 -6.72983
H: -0.02383 0.08590 -7.53839
H: -1.58787 1.20668 -5.97413
H: -0.93583 1.57973 -3.62427
H: -1.52047 0.19273 1.45311
H: -2.17024 -1.45145 1.38388
H: -1.62202 -0.60505 -0.07548
H: -0.93775 -3.27989 1.49498
H: 0.20555 -5.32171 1.87240
H: 1.91975 -5.27474 2.30343
H: 1.43828 -5.47039 0.62058
H: 3.31127 -3.31084 1.16794
H: 4.51158 -1.45547 0.78809
H: 3.89545 0.02536 1.52696
H: 3.75726 -0.20939 -0.22034
H: 3.20422 3.65030 0.43277
H: 4.35295 2.31988 0.44024
H: 4.77617 3.84822 1.21149
H: 5.17067 3.37495 3.35861
O: -7.66216 1.40554 -1.43501
Cl: -6.59096 2.33346 -1.73646
O: -5.66571 2.37145 -0.62058
O: -7.12805 3.64614 -1.96427
O: -5.88641 1.86985 -2.91758

Computed properties:
- spin multiplicity = 2
- total charge = -2
- relative energy (zero: lowest compared OMol25 entry of this formula, charge and spin) (kcal/mol) = 25.4
- ⟨S²⟩ = 0.758

DFT (wB97M-V/def2-TZVPD) results for C6H14O in the gas phase at a distorted geometry.

Cartesian coordinates (Å):
C: -3.28364 -0.04561 0.65303
C: -2.21953 0.14965 -0.45687
C: -0.85570 0.44504 0.13675
C: 0.39720 -0.04805 -0.56877
C: 1.63807 0.17088 0.28877
C: 2.89574 -0.34696 -0.35324
O: 3.97558 -0.07644 0.51745
H: -4.22898 -0.28313 0.15902
H: -3.40608 0.85013 1.27280
H: -3.06707 -0.86396 1.36317
H: -2.21138 -0.79134 -1.01659
H: -2.53512 0.95418 -1.11227
H: -0.74077 1.49893 0.43680
H: -1.05214 -0.16065 1.01859
H: 0.53902 0.42923 -1.54472
H: 0.25214 -1.11400 -0.77710
H: 1.79684 1.23286 0.49891
H: 1.52376 -0.32698 1.25421
H: 2.77212 -1.42157 -0.54550
H: 3.03010 0.14898 -1.32315
H: 4.77986 -0.40122 0.09870

Computed properties:
- relative energy (zero: lowest compared OMol25 entry of this formula, charge and spin) (kcal/mol) = 16.9
- structure (SMILES) = CCCCCCO

DFT (wB97M-V/def2-TZVPD) results for 4 unconnected molecules or ions with the total composition CH11N3O3 at a distorted geometry.

Cartesian coordinates (Å):
N: 1.56850 0.66467 -0.67248
C: 1.08114 0.00826 0.44202
N: 1.58425 -1.23173 0.65609
N: 0.01102 0.43118 1.07498
H: 2.21888 0.10838 -1.19401
H: 0.93527 1.24227 -1.20090
H: 1.06636 -1.74068 1.36849
H: 1.87335 -1.79858 -0.13508
H: 0.00453 1.44699 0.98927
H: -1.11203 1.90546 -2.43952
H: -0.48065 2.42969 -1.22783
O: -0.39594 2.49051 -2.17001
H: -1.22994 -2.59936 2.30613
H: -0.78333 -1.10898 2.30534
O: -0.47113 -2.00872 2.42310
H: -2.70890 -0.28741 -0.99666
H: -1.29289 -0.14223 -0.39810
O: -1.86850 0.19029 -1.13083

Computed properties:
- spin multiplicity = 2
- total charge = -1
- relative energy (zero: lowest compared OMol25 entry of this formula, charge and spin) (kcal/mol) = 1.9
- ⟨S²⟩ = 0.751

DFT (wB97M-V/def2-TZVPD) results for 3 unconnected molecules or ions with the total composition C3H13NO2S.

Cartesian coordinates (Å):
C: -0.04911 1.93611 -0.92700
C: -0.21696 0.72665 0.00264
N: -1.37479 0.90793 0.90699
C: 1.08492 0.46651 0.72367
S: 0.88992 -0.82205 2.03919
H: 0.77231 1.73610 -1.60251
H: -0.97697 2.14338 -1.45765
H: 0.22391 2.81686 -0.32590
H: -0.46230 -0.12579 -0.63087
H: -1.75078 1.84526 0.84072
H: -1.09352 0.77812 1.87439
H: 1.44058 1.35970 1.23089
H: 1.82800 0.10432 0.01914
H: 2.20570 -1.02063 2.17743
O: 0.83992 -1.79959 -1.78273
H: 0.09045 -2.15039 -1.26776
H: 1.45283 -2.54126 -1.84749
O: -1.62984 -2.42641 -0.22715
H: -2.03357 -1.56759 -0.39999
H: -1.24070 -2.36723 0.65400

Computed properties:
- relative energy (zero: lowest compared OMol25 entry of this formula, charge and spin) (kcal/mol) = 1.3
- structure (SMILES) = C[C@H](N)CS.O.O

| no. | molar mass (g/mol) | E_tot (eV) |
| --- | --- | --- |
| 1 | 993.299 | -265590.9086 |
| 2 | 483.388 | -61029.3948 |
| 3 | 792.070 | -164224.2024 |
| 4 | 883.479 | -130412.7231 |
| 5 | 102.177 | -8496.1583 |
| 6 | 113.117 | -11828.0586 |
| 7 | 127.209 | -19742.3842 |